Entry from the OMol25 dataset: a molecular structure, C51H63BiN5O2S3Sb (ωB97M-V/def2-TZVPD).

Cartesian coordinates (Å):
Bi: 1.2117 -0.9928 1.0352
N: 1.8471 -2.2605 4.2881
C: 1.6155 -3.7143 4.2615
C: 0.2800 -4.0262 3.5772
C: 0.2337 -3.1869 2.3332
O: 1.0960 -3.3921 1.4267
O: -0.5412 -2.1894 2.2764
H: 2.7813 -2.0715 4.6353
H: 1.2120 -1.8256 4.9505
H: 1.6253 -4.1666 5.2579
H: 2.4201 -4.1663 3.6813
H: -0.5691 -3.7831 4.2146
H: 0.2480 -5.0856 3.3225
N: -0.1551 -1.0173 -0.6305
S: -1.6100 -0.8510 -0.7618
N: -2.4236 0.1748 0.1887
S: -2.6233 1.7012 0.2824
N: -1.4378 2.6725 0.4820
S: -0.1403 2.3290 1.4527
N: 0.7565 1.2825 0.9691
C: 0.6202 3.9274 1.4541
C: 1.0873 4.5101 2.6209
C: 1.8018 5.6977 2.5307
C: 2.0442 6.2752 1.2948
C: 1.5866 5.6670 0.1317
C: 0.8741 4.4832 0.2039
C: -0.8528 2.1639 3.0746
C: -0.6574 0.9763 3.7563
C: -1.2409 0.8156 5.0074
C: -1.9858 1.8418 5.5620
C: -2.1694 3.0351 4.8685
C: -1.6132 3.1989 3.6145
C: -3.8448 1.8195 1.5609
C: -4.1350 0.7309 2.3676
C: -5.1017 0.8860 3.3523
C: -5.7554 2.0990 3.5064
C: -5.4452 3.1802 2.6884
C: -4.4791 3.0484 1.7077
C: -3.4356 2.3786 -1.1332
C: -3.0057 3.5701 -1.6950
C: -3.6832 4.0541 -2.8053
C: -4.7581 3.3515 -3.3288
C: -5.1797 2.1624 -2.7440
C: -4.5235 1.6706 -1.6302
C: -1.9651 -0.3851 -2.4296
C: -1.3043 0.7465 -2.8949
C: -1.5007 1.1427 -4.2055
C: -2.3294 0.3987 -5.0388
C: -2.9582 -0.7432 -4.5680
C: -2.7808 -1.1477 -3.2503
C: -2.5393 -2.3209 -0.4388
C: -1.8173 -3.5027 -0.4202
C: -2.4953 -4.6923 -0.1859
C: -3.8651 -4.6826 0.0160
C: -4.5766 -3.4865 -0.0064
C: -3.9147 -2.2933 -0.2303
H: 0.9121 4.0541 3.5852
H: 2.1698 6.1675 3.4316
H: 2.5972 7.2020 1.2338
H: 1.7879 6.1160 -0.8309
H: 0.5278 3.9887 -0.6928
H: -0.0732 0.1732 3.3330
H: -1.1087 -0.1136 5.5436
H: -2.4274 1.7170 6.5410
H: -2.7483 3.8348 5.3074
H: -1.7506 4.1223 3.0671
H: -3.6149 -0.2065 2.2334
H: -5.3456 0.0518 3.9945
H: -6.5163 2.2059 4.2675
H: -5.9603 4.1221 2.8114
H: -4.2322 3.8820 1.0627
H: -2.1601 4.0959 -1.2766
H: -3.3686 4.9830 -3.2603
H: -5.2806 3.7369 -4.1938
H: -6.0229 1.6232 -3.1534
H: -4.8463 0.7526 -1.1611
H: -0.6356 1.2974 -2.2441
H: -0.9996 2.0240 -4.5823
H: -2.4739 0.7062 -6.0656
H: -3.5860 -1.3281 -5.2257
H: -3.2599 -2.0439 -2.8846
H: -0.7473 -3.4890 -0.5686
H: -1.9482 -5.6246 -0.1612
H: -4.3876 -5.6117 0.1970
H: -5.6448 -3.4880 0.1564
H: -4.4536 -1.3577 -0.2324
C: 3.9714 1.4255 -0.5227
C: 3.8102 0.5673 -1.7756
C: 5.1067 0.6065 -2.5780
C: 2.6418 1.1239 -2.5924
Sb: 3.1908 -1.4556 -1.1816
C: 2.6731 -2.5756 -3.0040
C: 2.7172 -4.0638 -2.6666
C: 3.6400 -2.2749 -4.1422
C: 1.2462 -2.2050 -3.4077
C: 4.8748 -2.4530 -0.2049
C: 5.3373 -1.5339 0.9242
C: 4.3666 -3.7582 0.4141
C: 6.0251 -2.7345 -1.1639
H: 4.2080 2.4470 -0.8398
H: 4.7929 1.0936 0.1110
H: 3.0580 1.4805 0.0741
H: 5.2534 1.6261 -2.9487
H: 5.1112 -0.0570 -3.4394
H: 5.9692 0.3666 -1.9555
H: 2.8350 2.1792 -2.8105
H: 1.6997 1.0623 -2.0395
H: 2.5182 0.6133 -3.5456
H: 3.7372 -4.4247 -2.5402
H: 2.2779 -4.6184 -3.5010
H: 2.1446 -4.3120 -1.7707
H: 4.6805 -2.4608 -3.8760
H: 3.5483 -1.2535 -4.5050
H: 3.3963 -2.9369 -4.9790
H: 0.5302 -2.4397 -2.6217
H: 0.9782 -2.7848 -4.2967
H: 1.1386 -1.1487 -3.6550
H: 4.5372 -1.3234 1.6409
H: 5.7413 -0.5884 0.5628
H: 6.1356 -2.0355 1.4788
H: 3.4650 -3.6220 1.0147
H: 5.1463 -4.1486 1.0751
H: 4.1672 -4.5238 -0.3306
H: 6.4730 -1.8232 -1.5576
H: 5.7186 -3.3573 -2.0040
H: 6.8073 -3.2799 -0.6285

**Net charge**: +2
**HOMO level**: -12.30 eV
**Frontier orbital gap**: 7.9 eV
**Relative energy (zero: lowest compared OMol25 entry of this formula, charge and spin)**: 0.0 kcal/mol
**2S+1**: 1
**LUMO**: -4.444 eV
**Electronic energy**: -110319.806 eV